(1)
Entry from the Open Molecules 2025 dataset: a 2-piece molecular cluster, C3H3NO2 overall (ωB97M-V/def2-TZVPD).

Each line ends with the Mulliken charge.
CARTESIAN COORDINATES (ANGSTROEM)
C (0.71421, -0.85530, 0.48245)  0.54
C (-0.32273, -1.48053, -0.19341)  -0.31
O (-0.02440, -1.99603, 1.08071)  -0.37
H (-1.16317, -1.04690, -0.52614)  0.31
H (1.83325, 0.34831, 1.66822)  0.24
O (0.06997, 1.99260, -0.87096)  -0.24
H (-1.73380, 1.69692, -1.52881)  0.34
C (-0.90369, 1.37185, -0.94210)  -0.14
N (1.53036, -0.03092, 0.83005)  -0.38

Force components x, y, z for each atom (eV/Å):
-0.075 -0.384 0.711
4.090 -1.098 1.251
-0.697 0.253 -0.115
-3.421 0.830 -1.121
0.653 -0.221 1.862
1.299 0.710 0.192
-1.534 0.346 -0.937
0.096 -0.761 0.638
-0.411 0.325 -2.481

Values from the calculation:
E_LUMO (alpha / beta) = -0.37 / -0.14 eV
HOMO-LUMO gap (alpha / beta) = 8.293 / 8.643 eV
HOMO level (alpha / beta) = -0.3182 / -0.3229 hartree
E = -8737.69746 eV
Spin multiplicity = 1
Energy relative to the best compared isomer or geometry (same formula, charge and spin) = 717.24 kJ/mol

(2)
Entry from the Open Molecules 2025 dataset: a 2-piece molecular cluster, C3H6F2OP2 overall (ωB97M-V/def2-TZVPD).

Each line ends with the Mulliken charge.
CARTESIAN COORDINATES (ANGSTROEM)
H (1.28123, -0.42412, -1.72365)  0.37
F (-0.86437, 1.73693, 1.59537)  -0.21
H (0.51598, 2.02603, -2.14428)  0.04
H (1.40783, -1.30743, -0.15658)  0.29
C (0.58556, 0.62156, -0.04886)  0.61
F (-0.36489, -1.19890, -1.09405)  -0.26
C (-0.13412, 0.66032, 1.23892)  0.15
O (1.21452, 0.83956, 1.18409)  -0.42
H (-2.59387, -1.69573, 1.50531)  0.04
C (0.88517, -0.64948, -0.84756)  -0.56
H (-1.36447, -3.09030, 0.17913)  0.06
H (1.09168, 2.89547, -0.41728)  0.07
P (-1.60373, -2.66137, 1.60991)  -0.06
P (-0.05652, 2.24745, -0.88047)  -0.12

Force components x, y, z for each atom (eV/Å):
2.330 0.657 -3.849
0.205 -0.664 0.316
0.172 -0.090 -0.285
0.453 -0.222 -0.443
-2.300 0.806 -1.678
-0.198 -0.403 -0.488
0.741 -0.660 -0.255
0.716 0.552 1.744
-0.482 0.332 -0.712
-3.001 0.182 5.148
-0.731 0.837 1.448
0.196 0.491 0.081
1.228 -1.054 -0.651
0.672 -0.762 -0.375

Values from the calculation:
E_LUMO (alpha / beta) = -1.13 / -0.97 eV
HOMO-LUMO gap (alpha / beta) = 8.586 / 7.892 eV
HOMO level (alpha / beta) = -0.3569 / -0.3257 hartree
E = -29261.44671 eV
Spin multiplicity = 1
Energy relative to the best compared isomer or geometry (same formula, charge and spin) = 406.43 kJ/mol

(3)
Entry from the Open Molecules 2025 dataset: one molecule with the formula C5H4N2 (ωB97M-V/def2-TZVPD).

Each line ends with the Mulliken charge.
CARTESIAN COORDINATES (ANGSTROEM)
H (-0.83385, -1.54783, -0.16573)  0.37
C (0.15204, 0.39336, -0.32147)  0.36
N (-0.13527, 1.64641, -0.44873)  -0.58
N (-2.09083, 1.02204, 1.02054)  -0.38
H (3.43556, -1.03028, -1.35968)  0.41
C (2.49127, -0.62940, -1.06120)  0.36
C (-1.75589, -0.16292, 1.22777)  -0.06
H (0.70928, 2.18021, -0.67313)  0.26
H (-2.29508, -0.89500, 1.84312)  0.35
C (-0.75327, -0.55119, 0.26445)  -0.64
C (1.42971, -0.17524, -0.71702)  -0.45

Force components x, y, z for each atom (eV/Å):
0.300 0.062 0.166
0.231 0.388 -0.211
0.529 -0.266 0.337
-0.919 0.196 1.005
-0.175 0.075 0.046
-0.399 0.154 0.154
-0.172 0.362 -0.708
-0.131 -0.142 -0.294
0.118 0.235 0.045
0.088 -0.919 -0.329
0.531 -0.145 -0.212

Values from the calculation:
E_LUMO (alpha / beta) = -0.21 / -1.42 eV
HOMO-LUMO gap (alpha / beta) = 8.713 / 7.770 eV
HOMO level (alpha / beta) = -0.3278 / -0.3378 hartree
E = -8223.82370 eV
Spin multiplicity = 1
Energy relative to the best compared isomer or geometry (same formula, charge and spin) = 547.04 kJ/mol

(4)
Entry from the Open Molecules 2025 dataset: a 2-piece molecular cluster, C3H12N2O overall (ωB97M-V/def2-TZVPD).

Each line ends with the Mulliken charge.
CARTESIAN COORDINATES (ANGSTROEM)
H (-1.20433, -0.67055, -1.87693)  0.25
H (-0.89726, 2.03864, -0.83183)  0.17
H (-1.34812, 3.02598, -2.93409)  0.29
C (-0.36590, 3.03968, -2.55531)  -0.86
H (-0.36412, 0.00339, 0.62261)  0.22
N (-0.65762, -1.24991, -1.20656)  -0.64
N (-0.34951, 1.91927, -1.61169)  -0.28
H (0.87423, -3.40842, 4.97162)  0.31
C (0.25538, -0.36561, -0.28582)  -0.31
C (0.77093, 0.97751, -1.03662)  -0.71
H (0.52159, 3.13884, -3.13532)  0.34
H (1.55285, 1.56834, -0.57943)  0.42
H (-0.05537, -3.11245, 5.92203)  0.31
H (-1.42162, -1.59803, -0.75678)  0.22
H (1.07958, 0.49495, -1.95166)  0.34
H (1.08805, -0.94089, 0.15584)  0.29
O (0.44052, -3.88673, 5.66761)  -0.62
H (-0.26224, 3.95903, -1.95271)  0.25

Force components x, y, z for each atom (eV/Å):
1.376 0.231 0.318
-1.904 1.052 1.651
-0.690 0.210 -1.564
1.297 0.401 3.554
0.799 -0.691 -1.189
3.021 2.885 -1.450
1.789 -3.456 0.450
1.132 -0.465 -1.117
-2.866 1.982 0.469
-1.828 -0.603 -2.718
0.167 -0.709 -1.318
0.257 -0.380 0.541
-0.983 0.040 1.118
-2.007 -1.570 2.549
1.187 0.202 -0.387
-0.270 0.241 -0.758
-0.149 0.424 -0.001
-0.329 0.204 -0.148

Values from the calculation:
E_LUMO = 0.66 eV
HOMO-LUMO gap = 9.025 eV
HOMO level = -0.3074 hartree
E = -8330.70857 eV
SMILES string = CNCCN.O
Spin multiplicity = 1
Energy relative to the best compared isomer or geometry (same formula, charge and spin) = 252.17 kJ/mol